(1)
Below is C5H7NO3S as an isolated structure at a distorted geometry, with properties calculated with ωB97M-V/def2-TZVPD.

Atoms and positions in Å:
O1 -1.936 -1.474 0.441
S1 1.840 -0.032 0.095
O2 1.981 1.338 -0.167
O3 2.698 -0.900 -0.732
H1 -1.335 1.600 -2.333
H2 0.031 2.175 -1.207
H3 -1.659 2.477 -0.901
H4 2.553 -1.261 1.728
C1 -0.691 -1.870 0.636
C2 -0.878 1.737 -1.247
H5 -3.055 0.185 -0.364
H6 1.345 -0.496 2.314
N1 2.130 -0.396 1.709
C3 0.204 -0.381 -0.198
C4 -2.023 -0.230 -0.115
H7 -0.352 -2.883 0.893
C5 -0.856 0.411 -0.553

LUMO energy (alpha / beta), eV: -0.44 / -0.44
Gap between HOMO and LUMO (alpha / beta), eV: 8.0 / 8.0
DFT total energy, eV: -23760.8694
Net charge: 0

=====

(2)
Below is a 2-piece molecular cluster, C5H7NO7 overall at a distorted geometry, with properties calculated with ωB97M-V/def2-TZVPD.

Atoms and positions in Å:
H1 2.603 -1.791 -0.322
O1 -3.729 0.916 -0.180
H2 -4.188 -0.974 -0.976
C1 1.960 0.588 -1.064
H3 -2.026 1.826 1.021
O2 -1.275 1.198 1.146
H4 0.813 -1.103 1.617
O3 1.644 1.259 1.203
H5 1.533 0.840 2.025
C2 -1.724 0.035 0.616
H6 1.867 2.416 -0.721
O4 -3.256 -1.090 -0.749
O5 2.506 1.855 -1.325
N1 -2.811 0.007 -0.091
C3 -0.225 -1.253 -0.270
C4 1.047 -1.104 0.534
O6 -0.419 -1.732 -1.282
H7 2.090 -0.111 -1.788
C5 1.594 0.311 0.201
O7 1.994 -2.092 0.403

LUMO energy (alpha / beta), eV: 0.14 / 0.14
Gap between HOMO and LUMO (alpha / beta), eV: 8.6 / 8.6
DFT total energy, eV: -21113.1731
Net charge: 0

=====

(3)
Below is a 3-piece molecular cluster, C5H7NOS overall at a distorted geometry, with properties calculated with ωB97M-V/def2-TZVPD.

Atoms and positions in Å:
H1 -2.080 0.366 -2.936
H2 1.511 -1.103 0.948
S1 0.574 2.346 0.597
H3 0.252 -2.070 -0.304
O1 -0.785 0.856 -1.452
C1 0.820 0.697 0.355
H4 1.990 -0.044 2.120
H5 -1.874 0.842 1.704
C2 -0.234 -1.226 -0.845
C3 -1.410 -0.088 -2.226
C4 -0.078 0.129 -0.563
N1 -1.136 -1.314 -1.852
H6 -2.180 0.762 2.492
H7 2.844 -0.046 0.826
C5 1.786 -0.107 1.139

LUMO energy (alpha / beta), eV: -1.02 / -1.02
Gap between HOMO and LUMO (alpha / beta), eV: 7.6 / 7.6
DFT total energy, eV: -19668.4353
Net charge: 0

=====

(4)
Below is the molecule C5H7NOS, with properties calculated with ωB97M-V/def2-TZVPD.

Atoms and positions in Å:
N1 0.666 -0.399 1.178
H1 0.721 1.489 -1.607
C1 0.403 0.766 -0.840
S1 -1.384 2.556 0.456
C2 -0.632 1.184 0.164
O1 -0.246 -0.344 -1.496
H2 -1.440 -0.324 1.613
H3 2.127 0.986 0.465
C3 -0.735 -0.198 0.788
H4 0.870 -1.379 1.313
C4 -1.047 -0.997 -0.478
H5 2.078 -0.564 -0.429
H6 -2.113 -0.932 -0.771
C5 1.484 0.200 0.090
H7 -0.751 -2.043 -0.446

LUMO energy, eV: -0.22
SMILES string: S=C1[C@H]2CO[C@@H]1CN2
Gap between HOMO and LUMO, eV: 8.5
DFT total energy, eV: -19669.6987
Net charge: 0

=====

(5)
Below is the molecule C5H7NOS at a distorted geometry, with properties calculated with ωB97M-V/def2-TZVPD.

Atoms and positions in Å:
S1 0.874 2.258 1.929
C1 0.091 -2.126 0.268
H1 0.520 2.183 -1.095
C2 -0.167 -0.791 -0.358
C3 -0.310 1.537 -0.749
C4 -0.693 -0.506 -1.562
H2 -1.030 -1.176 -2.366
H3 1.171 -2.238 0.512
H4 1.375 1.915 3.110
N1 0.630 0.635 1.430
C5 0.123 0.495 0.266
H5 -0.472 -2.243 1.217
H6 -0.199 -2.924 -0.374
H7 -1.114 2.166 -0.359
O1 -0.799 0.816 -1.868

LUMO energy, eV: 0.87
SMILES string: CC1=COC/C1=N\S
Gap between HOMO and LUMO, eV: 8.9
DFT total energy, eV: -19670.0601
Net charge: 0

=====

(6)
Below is the molecule C5H7NOS, with properties calculated with ωB97M-V/def2-TZVPD.

Atoms and positions in Å:
H1 -3.124 -1.266 0.493
H2 -1.726 -1.111 1.592
H3 2.813 -0.877 1.231
N1 1.737 -1.151 -0.482
C1 0.061 0.421 -0.245
O1 0.593 -0.612 -1.064
H4 1.746 1.764 -0.799
H5 0.645 0.684 1.948
C2 1.956 -0.554 0.635
C3 -2.054 -1.120 0.543
C4 0.998 0.522 0.952
S1 -1.708 0.488 -0.219
H6 -1.529 -1.909 0.003
C5 0.903 1.621 -0.104
H7 0.418 2.518 0.234

LUMO energy, eV: 0.83
SMILES string: CS[C@@]12C[C@@H]1C=NO2
Gap between HOMO and LUMO, eV: 9.9
DFT total energy, eV: -19668.6753
Net charge: 0

=====

(7)
Below is the molecule C5H7NOS at a distorted geometry, with properties calculated with ωB97M-V/def2-TZVPD.

Atoms and positions in Å:
H1 -1.220 -1.088 1.244
H2 -1.955 0.982 0.004
C1 -0.158 0.767 -1.256
H3 -0.078 -1.897 -0.751
C2 0.502 -1.173 -0.164
C3 -0.412 -0.487 0.842
S1 -0.157 1.926 1.359
C4 0.312 0.295 1.921
H4 -0.855 0.317 -2.067
C5 -0.887 0.810 0.084
H5 1.437 -0.411 -1.816
H6 0.153 1.809 -1.646
N1 1.007 -0.065 -0.961
H7 1.310 -1.707 0.381
O1 1.001 -0.080 2.826

LUMO energy, eV: 0.66
SMILES string: O=C1S[C@H]2CNC[C@@H]12
Gap between HOMO and LUMO, eV: 10.0
DFT total energy, eV: -19670.8722
Net charge: 0

=====

(8)
Below is the molecule C5H7NOS, with properties calculated with ωB97M-V/def2-TZVPD.

Atoms and positions in Å:
H1 -0.562 -1.051 1.179
N1 0.221 -1.636 -2.107
H2 -1.938 -1.374 0.141
H3 -0.618 1.419 -1.781
H4 3.073 0.465 0.785
C1 -0.234 0.708 -1.032
S1 1.324 1.475 -0.466
H5 -2.176 -0.488 1.646
C2 2.032 0.155 0.557
C3 -1.297 0.652 0.086
H6 1.505 0.043 1.511
C4 -1.499 -0.648 0.816
C5 0.008 -0.591 -1.660
H7 2.079 -0.787 -0.005
O1 -1.920 1.660 0.331

LUMO energy, eV: 0.44
SMILES string: CS[C@@H](C#N)C(C)=O
Gap between HOMO and LUMO, eV: 9.9
DFT total energy, eV: -19670.6932
Net charge: 0